Density functional theory data (ωB97M-V with the def2-TZVPD basis set) for a 10-piece molecular cluster, C12H44O10 overall at a distorted geometry.

Its energy above the lowest of the compared OMol25 structures with the same formula, charge and spin is 1.802 eV. As for the multiplicity: 1. The gap between HOMO and LUMO comes out at 8.77 eV. Its LUMO energy is -0.245 eV. Its net charge is 0. The largest force on an atom is 0.047 hartree/bohr.

Each line ends with the Löwdin charge.
CARTESIAN COORDINATES (ANGSTROEM)
1 C 3.174 0.984 -4.641  -0.06
2 C 2.337 0.331 -5.727  -0.50
3 C 2.711 -1.173 -5.730  -0.06
4 O 0.994 0.395 -5.364  -0.06
5 H 3.165 2.073 -4.608  0.07
6 H 4.207 0.701 -4.841  0.07
7 H 2.827 0.556 -3.700  0.07
8 H 2.438 0.769 -6.720  0.14
9 H 2.468 -1.626 -4.768  0.07
10 H 3.794 -1.252 -5.821  0.07
11 H 2.184 -1.597 -6.584  0.08
12 H 0.982 -0.166 -4.585  0.03
13 C 1.409 -3.565 3.630  -0.04
14 C 0.972 -3.366 2.132  -0.44
15 C 0.042 -4.502 1.664  -0.05
16 O 0.424 -2.059 2.094  -0.08
17 H 0.500 -3.851 4.160  0.07
18 H 1.757 -2.663 4.133  0.07
19 H 2.172 -4.324 3.800  0.08
20 H 1.878 -3.364 1.527  0.14
21 H 0.567 -5.456 1.609  0.08
22 H -0.331 -4.494 0.640  0.07
23 H -0.757 -4.527 2.405  0.08
24 H -0.357 -2.068 2.652  0.07
25 C -0.507 3.957 0.305  -0.05
26 C -0.248 4.510 -1.126  -0.54
27 C 0.718 3.676 -1.914  -0.04
28 O -1.358 4.744 -1.902  -0.02
29 H 0.400 4.071 0.898  0.08
30 H -0.830 2.922 0.191  0.06
31 H -1.300 4.408 0.902  0.06
32 H 0.203 5.498 -1.032  0.12
33 H 0.669 2.708 -1.415  0.06
34 H 1.746 3.935 -1.658  0.08
35 H 0.527 3.546 -2.979  0.09
36 H -1.819 5.441 -1.429  0.09
37 C -2.288 -0.121 0.711  -0.04
38 C -2.486 -1.135 -0.428  -0.43
39 C -3.041 -2.523 -0.145  -0.05
40 O -3.480 -0.475 -1.242  -0.08
41 H -2.211 0.908 0.361  0.08
42 H -1.414 -0.353 1.319  0.03
43 H -3.102 -0.234 1.428  0.07
44 H -1.604 -1.245 -1.059  0.12
45 H -3.880 -2.466 0.549  0.08
46 H -2.197 -3.076 0.266  0.05
47 H -3.439 -3.043 -1.017  0.09
48 H -4.384 -0.659 -0.974  0.08
49 O 0.159 1.368 2.577  -0.04
50 H 0.986 1.431 3.056  0.07
51 H -0.364 2.101 2.904  -0.01
52 O 1.195 -0.122 0.179  -0.05
53 H 1.155 0.746 0.580  0.01
54 H 0.872 -0.715 0.857  -0.02
55 O -1.481 3.456 3.533  -0.03
56 H -2.326 3.069 3.762  0.05
57 H -1.565 4.378 3.776  0.06
58 O 0.756 -0.980 -2.768  -0.04
59 H 0.520 -1.894 -2.608  0.05
60 H 0.796 -0.587 -1.896  0.01
61 O 0.494 -0.750 6.433  -0.05
62 H -0.402 -0.443 6.574  0.02
63 H 0.415 -1.411 5.745  0.00
64 O -1.730 -0.437 4.005  -0.05
65 H -1.176 -0.032 3.338  -0.02
66 H -2.539 0.075 3.988  0.04